The following is a quantum chemistry calculation of a 3-piece molecular cluster, C45H34O7 overall, from the OMol25 dataset.

```
! wB97M-V def2-TZVPD RIJCOSX def2/J DEFGRID3
* xyz 0 1
C 3.60464 -7.37202 -3.74339
C 3.96115 -6.34272 -2.65236
C 5.36115 -5.76357 -2.87438
C 5.78316 -4.50258 -2.14684
C 6.36409 -3.51167 -2.93575
C 6.83437 -2.32630 -2.40737
C 6.72445 -2.11794 -1.04465
C 6.14607 -3.09336 -0.22450
C 5.66226 -4.29296 -0.76192
C 5.03156 -5.34427 0.10675
C 6.11921 -2.76355 1.23533
O 6.17913 -3.58684 2.12266
C 6.07078 -1.32000 1.58909
C 6.60111 -0.38568 0.79848
C 6.61996 1.07291 1.12700
C 5.41949 1.83443 0.52914
C 4.82510 1.40773 -0.74912
O 5.64927 2.64539 -0.57268
C 7.23245 -0.84207 -0.47277
O 8.10529 -0.19661 -1.01230
H 3.50620 -8.36873 -3.31577
H 2.66000 -7.13451 -4.22677
H 4.38669 -7.43772 -4.49921
H 3.95057 -6.87508 -1.70441
H 3.21315 -5.55358 -2.59136
H 6.10296 -6.54922 -2.70034
H 5.43360 -5.52972 -3.93800
H 6.45122 -3.68006 -4.00107
H 7.27427 -1.57206 -3.04329
H 4.99178 -5.05195 1.14669
H 5.59134 -6.27967 0.05333
H 4.01509 -5.54636 -0.22266
H 5.62165 -1.09618 2.54817
H 6.56750 1.18389 2.20905
H 7.51560 1.55090 0.73616
H 4.71407 2.21888 1.26905
H 5.38978 0.82137 -1.45766
H 3.82012 1.74529 -0.95925
O 0.93307 1.64333 -2.28106
C -0.22142 2.00039 -2.17590
C -1.24853 1.11776 -1.55499
C -0.86308 -0.12451 -1.06794
C -1.79488 -0.94766 -0.45786
C -3.11626 -0.53500 -0.33224
C -3.50796 0.69508 -0.83122
C -2.57995 1.52631 -1.44427
C -3.02646 2.84436 -1.97834
O -4.19064 3.18623 -1.92383
C -1.99451 3.73679 -2.57881
C -2.37685 4.98516 -3.05361
C -1.42998 5.83905 -3.59285
C -0.09647 5.45047 -3.66006
C 0.28886 4.20400 -3.19716
C -0.65763 3.34183 -2.65826
H 0.16863 -0.43213 -1.16747
H -1.49093 -1.91219 -0.07320
H -3.84107 -1.17040 0.15814
H -4.53544 1.01460 -0.74433
H -3.41600 5.27676 -2.99299
H -1.72917 6.81171 -3.96016
H 0.64270 6.12230 -4.07561
H 1.32187 3.88908 -3.24706
O -5.07725 0.77125 2.57560
C -5.99971 1.39157 3.06370
C -6.50338 1.07415 4.43060
C -5.88011 0.07134 5.16286
C -6.31437 -0.21966 6.44458
C -7.37297 0.48997 7.00126
C -8.00546 1.48205 6.27172
C -7.57666 1.77569 4.98350
C -8.28582 2.83700 4.20998
O -9.24941 3.40886 4.67296
C -7.76652 3.16951 2.85346
C -8.38437 4.17453 2.11956
C -7.90045 4.51281 0.86633
C -6.79508 3.85216 0.34022
C -6.18468 2.84364 1.06425
C -6.66739 2.49480 2.31802
H -5.05568 -0.46969 4.71976
H -5.82628 -0.99901 7.01467
H -7.70506 0.26632 8.00639
H -8.83330 2.03709 6.69044
H -9.23948 4.68446 2.54099
H -8.38191 5.29767 0.29806
H -6.40672 4.11881 -0.63391
H -5.32614 2.32754 0.66299
*
```

SMILES string: CCCc1ccc2c(c1C)C(=O)C=C(C[C@@H]1CO1)C2=O.O=C1c2ccccc2C(=O)c2ccccc21.O=C1c2ccccc2C(=O)c2ccccc21
DFT total energy: -61548.7255 eV
Relative energy (zero: lowest compared OMol25 entry of this formula, charge and spin): 0.0 kcal/mol
Frontier orbital gap: 8.3 eV
M: 686.76 g mol⁻¹
LUMO energy: -1.0922 eV